Molecular formula: C24H54AsN4O4PSi2Ti
Method: DFT, ωB97M-V/def2-TZVPD

As for the net charge: +1. The spin multiplicity is 2. For the molar mass, the calculation gives 672.7 g mol⁻¹. The energy above the lowest of the compared OMol25 structures with the same formula, charge and spin is 31.6 kcal/mol. As for the total energy: -148911.846 eV. Its expectation value of S² is 0.755. The HOMO energy (spin up / spin down) is -10.14 / -10.13 eV. The value obtained for the LUMO energy (spin up / spin down) is -3.04 / -2.74 eV.

CARTESIAN COORDINATES (ANGSTROEM)
Ti: -0.809 0.143 0.010
O: -4.354 5.353 2.657
C: -4.150 4.512 1.616
O: -4.711 4.685 0.582
C: -3.212 3.371 1.843
C: -2.665 2.938 3.038
N: -1.909 1.867 2.769
N: -1.914 1.576 1.474
C: -2.683 2.475 0.893
C: -2.649 2.358 -0.606
O: -3.373 2.904 -1.375
O: -1.642 1.530 -0.948
H: -3.796 5.145 3.416
H: -2.748 3.303 4.051
H: -1.259 1.384 3.375
N: -1.981 -1.330 1.200
C: -1.664 -2.785 1.207
C: -1.303 -3.322 -0.164
C: -2.494 -3.487 -1.098
C: -3.248 -2.193 -1.387
N: -2.316 -1.061 -1.566
H: -1.977 -1.010 2.163
H: -2.926 -1.173 0.864
H: -2.506 -3.339 1.628
H: -0.819 -2.909 1.876
H: -0.815 -4.289 -0.031
H: -0.545 -2.673 -0.618
H: -3.193 -4.206 -0.664
H: -2.154 -3.926 -2.039
H: -3.947 -1.950 -0.584
H: -3.858 -2.327 -2.281
H: -2.824 -0.225 -1.836
H: -1.721 -1.260 -2.362
C: 1.327 -2.676 3.958
Si: 0.546 -0.991 3.872
C: -1.250 -1.288 4.363
C: 1.268 0.048 5.232
As: 0.898 0.235 1.894
Si: 3.054 -0.593 1.480
C: 3.797 0.580 0.245
C: 4.119 -0.489 2.999
C: 3.054 -2.355 0.871
H: 1.081 -3.093 4.941
H: 2.412 -2.633 3.880
H: 0.972 -3.370 3.195
H: -1.219 -1.428 5.449
H: -1.655 -2.213 3.943
H: -1.978 -0.495 4.183
H: 1.366 -0.532 6.156
H: 0.632 0.914 5.439
H: 2.251 0.431 4.959
H: 3.935 1.554 0.724
H: 3.168 0.732 -0.632
H: 4.775 0.220 -0.091
H: 4.137 0.533 3.387
H: 5.143 -0.759 2.715
H: 3.813 -1.153 3.808
H: 2.175 -2.578 0.266
H: 3.060 -3.040 1.719
H: 3.946 -2.564 0.270
C: 3.286 0.255 -3.520
C: 1.981 -0.461 -3.179
C: 2.251 -1.724 -2.364
P: 0.591 0.575 -2.443
C: 1.312 2.292 -2.239
C: 1.259 2.815 -0.804
C: 0.791 3.372 -3.188
C: -0.469 0.593 -3.986
C: -1.746 1.434 -4.020
C: -0.793 -0.852 -4.453
H: 3.937 -0.446 -4.048
H: 3.827 0.591 -2.635
H: 3.138 1.113 -4.178
H: 1.564 -0.786 -4.130
H: 2.767 -1.498 -1.434
H: 2.880 -2.415 -2.932
H: 1.330 -2.256 -2.107
H: 2.364 2.137 -2.470
H: 0.245 3.086 -0.507
H: 1.866 3.720 -0.732
H: 1.650 2.108 -0.075
H: -0.214 3.689 -2.912
H: 0.787 3.075 -4.237
H: 1.441 4.245 -3.102
H: 0.226 1.019 -4.713
H: -2.526 1.029 -3.377
H: -2.134 1.421 -5.042
H: -1.609 2.468 -3.729
H: -1.873 -1.012 -4.444
H: -0.326 -1.638 -3.852
H: -0.465 -1.024 -5.478

Molecular formula: C24H54INO4P2
Method: DFT, ωB97M-V/def2-TZVPD

For the molar mass, the calculation gives 609.6 g mol⁻¹. As for the total energy: -62118.597 eV. The HOMO energy is -6.76 eV. The value obtained for the LUMO energy is 0.60 eV.

CARTESIAN COORDINATES (ANGSTROEM)
C: 3.240 0.163 0.865
C: 3.117 1.204 -0.247
P: 1.546 1.332 -1.203
C: 1.552 -0.220 -2.201
C: 2.642 -0.175 -3.276
P: -0.122 1.214 0.367
C: -1.340 1.387 1.877
N: -1.302 2.769 2.367
C: -0.342 2.927 3.456
C: 0.135 -0.592 0.810
C: -1.071 -1.511 0.639
C: -1.263 -1.980 -0.792
O: -0.931 -2.644 1.504
C: -1.442 1.767 -0.837
C: -1.143 2.888 -1.836
C: -2.297 3.885 -1.911
I: -0.843 2.102 -3.815
H: 2.490 0.324 1.637
H: 3.142 -0.848 0.474
H: 4.220 0.229 1.340
H: 3.934 1.085 -0.957
H: 3.247 2.199 0.181
H: 0.577 -0.359 -2.657
H: 1.782 -1.073 -1.558
H: 3.604 -0.409 -2.824
H: 2.452 -0.945 -4.024
H: 2.697 0.788 -3.777
H: 0.614 2.273 0.978
H: -1.040 0.697 2.676
H: -2.368 1.118 1.635
H: -2.205 3.013 2.750
H: 0.676 2.849 3.081
H: -0.450 3.920 3.887
H: -0.487 2.192 4.254
H: 0.960 -1.008 0.237
H: 0.421 -0.639 1.859
H: -1.993 -1.035 0.967
H: -2.180 -2.567 -0.854
H: -1.375 -1.140 -1.471
H: -0.432 -2.606 -1.116
H: -0.432 -3.315 1.038
H: -1.829 0.889 -1.350
H: -2.247 2.124 -0.199
H: -0.228 3.400 -1.566
H: -3.250 3.359 -1.905
H: -2.265 4.456 -2.834
H: -2.245 4.562 -1.064
C: -2.872 8.345 1.159
C: -2.602 7.093 0.324
C: -2.539 6.017 1.401
O: -3.425 6.440 2.441
C: -3.808 7.800 2.231
H: -3.314 9.163 0.593
H: -1.945 8.703 1.611
H: -3.438 6.905 -0.354
H: -1.690 7.149 -0.268
H: -1.528 5.922 1.811
H: -2.853 5.035 1.052
H: -4.851 7.829 1.898
H: -3.733 8.335 3.178
C: -3.169 -6.463 0.107
C: -2.029 -6.057 1.039
C: -0.828 -6.694 0.351
O: -1.117 -6.684 -1.047
C: -2.494 -6.362 -1.256
H: -4.047 -5.825 0.187
H: -3.474 -7.492 0.306
H: -1.932 -4.970 1.057
H: -2.156 -6.398 2.065
H: -0.684 -7.730 0.678
H: 0.104 -6.151 0.521
H: -2.563 -5.344 -1.656
H: -2.906 -7.050 -1.994
C: 4.231 -4.776 -0.646
C: 5.563 -4.244 -1.176
C: 5.145 -2.899 -1.757
O: 4.054 -2.442 -0.955
C: 3.582 -3.501 -0.122
H: 4.337 -5.539 0.123
H: 3.640 -5.194 -1.463
H: 6.266 -4.100 -0.353
H: 6.031 -4.892 -1.915
H: 4.805 -3.002 -2.793
H: 5.939 -2.152 -1.727
H: 3.880 -3.300 0.913
H: 2.492 -3.526 -0.169